[1]
The following is a DFT calculation (ωB97M-V with the def2-TZVPD basis set) of a molecular structure, C10H10AlBrClO4.

Properties
Charge: -1
Energy above the lowest of the compared OMol25 structures with the same formula, charge and spin, eV: 0.000
Orbital gap, eV: 5.59
LUMO, eV: 2.626
Energy, eV: -107877.528

Structure (XYZ):
```
27
Properties=species:S:1:pos:R:3:lowdin_charge:R:1
C -1.36925 -0.81551 -2.03216 -0.129
C -1.20057 -1.73752 -1.00974 -0.167
C -1.61437 -1.10856 0.25588 -0.297
H -0.86189 -2.77714 -1.10184 0.076
C -2.10236 0.23316 -0.11235 -0.128
C -1.99780 0.36886 -1.49369 -0.117
H -2.32382 1.20852 -2.10400 0.088
H -1.17194 -0.98127 -3.09732 0.093
H -1.97762 -1.65297 1.15127 0.098
H -2.60573 0.91888 0.57215 0.094
Al 0.08252 -1.22904 1.45752 -0.084
Br 1.25054 -3.09188 1.12810 0.455
C 1.69341 1.09622 0.23747 -0.227
C 1.12266 2.00436 -0.70339 -0.183
C 1.22015 1.41980 -1.99448 -0.187
H 0.73704 2.98891 -0.45505 0.066
C 1.88022 0.14864 -1.86149 -0.194
C 2.20128 -0.03632 -0.49434 -0.231
H 2.74715 -0.88297 -0.04973 0.037
H 1.85276 1.28569 1.29278 0.057
H 0.84850 1.83807 -2.92516 0.063
H 2.11147 -0.54814 -2.66768 0.065
O -0.86595 -0.97857 3.28496 -0.274
Cl -0.10133 0.31892 3.27324 0.817
O -0.60187 1.28660 4.17729 -0.229
O 1.30122 0.01188 3.46518 -0.267
O -0.25442 0.71139 1.80656 -0.296
```



[2]
The following is a DFT calculation (ωB97M-V with the def2-TZVPD basis set) of a molecular structure, C10H10BBrF4Pd.

Properties
Charge: -2
Multiplicity: 3
Energy above the lowest of the compared OMol25 structures with the same formula, charge and spin, eV: 0.777
Orbital gap (alpha / beta), eV: 5.67 / 5.48
LUMO (alpha / beta), eV: 5.764 / 5.600
Energy, eV: -95603.951

Structure (XYZ):
```
27
Properties=species:S:1:pos:R:3:lowdin_charge:R:1
C -1.38310 -1.68379 -1.04201 -0.203
C -2.00543 -0.53535 -1.55491 -0.350
C -1.00442 0.30813 -2.22868 -0.255
H -3.06911 -0.26409 -1.47178 0.058
C 0.26878 -0.42493 -2.02571 -0.217
C -0.01674 -1.63334 -1.36523 -0.198
H 0.73245 -2.42328 -1.18910 0.108
H -1.91604 -2.48355 -0.50946 0.114
H -1.10673 1.30768 -2.52021 0.069
H 1.22093 -0.06999 -2.37952 0.094
Pd -0.65247 0.24232 -0.38139 0.917
Br -2.71371 1.24276 0.88104 -0.145
C 0.94842 0.33502 2.01963 -0.202
C 1.40619 -0.86233 1.38404 -0.226
C 0.37625 -1.84771 1.52077 -0.280
H 2.35405 -0.97452 0.83786 0.069
C -0.73292 -1.26066 2.18697 -0.269
C -0.36500 0.07808 2.55455 -0.302
H -0.98337 0.80541 3.09041 0.028
H 1.45434 1.29870 2.03580 0.061
H 0.42656 -2.87878 1.15001 0.058
H -1.72029 -1.71251 2.35025 0.059
F 2.21276 1.35833 -0.76533 0.051
B 1.71479 2.69386 -0.67434 -1.192
F 0.55185 2.82146 -1.51110 0.038
F 1.32041 2.92464 0.68222 0.046
F 2.68155 3.63842 -1.07479 0.069
```



[3]
The following is a DFT calculation (ωB97M-V with the def2-TZVPD basis set) of a molecular structure, C10H10BeBr2.

Properties
Charge: -2
Orbital gap, eV: 5.81
LUMO, eV: 5.735
Energy, eV: -151018.420

Structure (XYZ):
```
23
Properties=species:S:1:pos:R:3:lowdin_charge:R:1
C -1.20469 -0.77551 0.92549 -0.305
C -1.67238 -1.24145 2.27409 -0.204
C -1.93011 -0.15477 3.10210 -0.213
H -1.62056 -2.31031 2.56845 0.062
C -1.73452 1.05363 2.32031 -0.219
C -1.31049 0.71589 1.01602 -0.246
H -1.36846 1.38487 0.15507 0.058
H -1.50486 -1.40048 0.06984 0.022
H -2.01409 -0.21747 4.17805 0.045
H -1.68265 2.06625 2.74158 0.051
Be 0.95336 -0.48420 -0.18319 0.020
Br 0.81922 -2.91273 -0.07520 -0.087
C 2.19474 0.70306 -1.42195 -0.399
C 1.08059 1.49206 -1.83456 -0.219
C 0.11978 0.67235 -2.38846 -0.185
H 1.05837 2.55492 -1.79146 0.071
C 0.59696 -0.66698 -2.38167 -0.222
C 1.95686 -0.62882 -1.83505 -0.320
H 2.72857 -1.37024 -2.03906 0.086
H 3.10101 1.03243 -0.90946 -0.002
H -0.77793 0.96643 -2.89146 0.073
H 0.08389 -1.56653 -2.80873 0.081
Br 2.12741 1.08761 1.20926 0.051
```